C5H13BrSi | ωB97M-V/def2-TZVPD

As for the total charge: 0. The energy above the lowest of the compared OMol25 structures with the same formula, charge and spin is 358.68 kJ/mol. For the total energy, the calculation gives -83314.6560 eV. The calculation puts the highest occupied orbital energy (alpha / beta) at -8.16 / -7.86 eV. As for the gap between HOMO and LUMO (alpha / beta): 7.92 / 7.74 eV.

The geometry in XYZ format:
```
20
C5H13BrSi, DFT ωB97M-V/def2-TZVPD
C 0.30298 2.19681 0.13686
C -0.41226 0.39498 -1.44030
C -1.47308 0.58116 0.81064
C 0.46652 -3.22412 -0.09716
C -0.17144 0.74498 0.02830
Si 1.14204 -0.40995 0.79367
Br 3.15804 0.00270 -0.07333
H 1.24014 2.35135 -0.39545
H -0.43995 2.86618 -0.29890
H 0.44296 2.48987 1.17792
H -1.13214 1.08620 -1.87858
H -0.80716 -0.61424 -1.53578
H 0.50994 0.45721 -2.01756
H -1.84153 -0.44017 0.74271
H -1.33502 0.82342 1.86399
H -2.23792 1.24785 0.41236
H 1.15467 -3.78095 0.50490
H -0.56885 -3.29707 0.16880
H 0.69455 -3.15621 -1.14147
H 1.30749 -0.32001 2.23835
```